The following is a DFT calculation (the ωB97M-V functional and the def2-TZVPD basis) of a cluster of 2 separate species, C3H4OS in total.

Output
* SMILES: C#CS.C=O
* HOMO energy: -8.8 eV
* lowest unoccupied orbital energy: 0.77 eV
* relative energy (zero: lowest compared OMol25 entry of this formula, charge and spin): 282.8 kJ/mol

```
! wB97M-V def2-TZVPD RIJCOSX def2/J DEFGRID3
* xyz 0 1
C -1.411 -0.308 -0.557
C -1.396 0.276 -1.612
C 1.699 0.512 0.718
O 1.234 -0.559 0.976
S -1.788 -0.954 0.966
H -0.629 -1.566 0.953
H 1.310 1.398 1.258
H 2.474 0.518 -0.107
H -1.494 0.682 -2.594
*
```

Atomic partial charges in e from the Mulliken method, atoms 1 to 4:
1. C -0.354
2. C 0.018
3. C -0.127
4. O -0.374


The following is a DFT calculation (the ωB97M-V functional and the def2-TZVPD basis) of a cluster of 13 separate species, C19H64O15 in total.

Output
* HOMO energy: -9.6 eV
* lowest unoccupied orbital energy: 0.02 eV
* relative energy (zero: lowest compared OMol25 entry of this formula, charge and spin): 0.0 kJ/mol

```
! wB97M-V def2-TZVPD RIJCOSX def2/J DEFGRID3
* xyz 0 1
O 1.442 -2.068 -2.936
H 1.571 -1.134 -2.773
H 0.895 -2.366 -2.209
O -2.472 0.629 -3.601
H -2.676 -0.004 -2.912
H -1.517 0.695 -3.589
O -3.482 -1.847 2.555
H -3.511 -0.934 2.269
H -3.296 -1.800 3.492
O -3.609 -1.806 -1.496
H -3.931 -2.603 -1.917
H -4.044 -1.793 -0.643
O 3.760 -1.427 -0.822
H 3.004 -0.881 -1.040
H 4.340 -0.847 -0.329
O -0.520 -4.839 -0.097
H -0.752 -4.017 -0.528
H -0.244 -4.579 0.782
C -0.590 -1.283 -0.158
C 0.002 0.111 -0.574
O 1.372 0.058 -1.007
O -0.829 -2.153 -1.271
H -1.488 -1.194 0.454
H 0.182 -1.710 0.482
H -0.005 0.663 0.366
H -0.622 0.666 -1.274
H 1.618 0.903 -1.391
H -1.778 -2.068 -1.393
C 2.427 2.060 -4.192
C 0.935 1.857 -4.440
O 0.341 0.723 -3.884
O 2.800 2.187 -2.840
H 2.884 2.831 -4.812
H 3.027 1.181 -4.426
H 0.767 1.765 -5.513
H 0.423 2.729 -4.033
H 0.544 -0.060 -4.401
H 3.703 1.894 -2.696
C -1.495 -4.711 -3.596
C -2.910 -5.043 -4.026
C -3.442 -6.415 -3.710
O -3.753 -4.138 -3.263
H -1.200 -3.665 -3.673
H -0.708 -5.298 -4.071
H -1.454 -5.002 -2.546
H -3.076 -4.962 -5.100
H -3.608 -6.558 -2.642
H -2.642 -7.038 -4.110
H -4.275 -6.833 -4.276
H -4.594 -4.036 -3.716
C 0.834 3.721 -0.880
C 1.377 5.110 -0.427
C 0.489 6.261 -0.455
O 1.552 4.832 0.973
H 0.742 3.671 -1.964
H -0.145 3.487 -0.462
H 1.463 2.902 -0.533
H 2.377 5.431 -0.719
H 0.793 7.073 0.207
H -0.543 6.103 -0.143
H 0.428 6.680 -1.459
H 2.293 4.222 0.952
C -1.302 2.874 2.091
C -1.769 2.761 3.526
C -1.526 3.991 4.457
O -3.149 2.429 3.650
H -0.232 2.672 2.038
H -1.441 3.811 1.552
H -1.842 2.112 1.529
H -1.335 1.826 3.879
H -1.690 3.752 5.508
H -2.200 4.773 4.110
H -0.522 4.397 4.329
H -3.283 2.289 4.590
C 0.176 -4.560 3.464
C -0.745 -3.390 3.346
C -0.034 -2.029 3.289
O -1.463 -3.615 2.116
H -0.390 -5.489 3.524
H 0.674 -4.441 4.426
H 0.929 -4.587 2.676
H -1.514 -3.431 4.117
H -0.639 -1.139 3.115
H 0.768 -2.127 2.557
H 0.425 -1.909 4.270
H -2.267 -3.090 2.109
C 3.084 1.154 2.549
C 3.376 2.648 2.660
C 4.666 2.987 3.396
O 3.633 3.095 1.327
H 2.091 0.980 2.133
H 3.221 0.665 3.514
H 3.751 0.605 1.885
H 2.493 3.133 3.078
H 4.819 4.066 3.381
H 5.487 2.445 2.927
H 4.592 2.684 4.440
H 3.985 2.325 0.875
*
```

Atomic partial charges in e from the Mulliken method, atoms 1 to 4:
1. O -0.747
2. H 0.262
3. H 0.326
4. O -0.701


The following is a DFT calculation (the ωB97M-V functional and the def2-TZVPD basis) of a structure of composition C33H20Cl5CoN6O2S3.

Output
* expectation value of S²: 3.82
* HOMO energy (spin up / spin down): -2.8 / -4.6 eV
* lowest unoccupied orbital energy (spin up / spin down): 1.66 / 0.96 eV

```
! wB97M-V def2-TZVPD RIJCOSX def2/J DEFGRID3
* xyz -1 4
Co -0.098 -0.140 -0.778
S 0.234 -0.454 2.146
C 0.940 0.512 3.377
C 0.446 0.331 4.680
C 0.903 1.083 5.734
C 1.879 2.060 5.522
C 2.401 2.237 4.266
C 1.975 1.463 3.174
S 2.774 1.675 1.682
H -0.324 -0.416 4.827
H 0.505 0.920 6.727
H 2.216 2.675 6.347
H 3.168 2.977 4.077
O -2.266 6.389 0.379
N -3.109 5.493 0.526
O -4.292 5.758 0.790
C -2.762 4.143 0.404
C -3.747 3.217 0.748
C -3.508 1.848 0.733
C -4.452 0.886 1.163
C -4.092 -0.434 1.146
C -2.844 -0.810 0.643
N -1.962 0.063 0.173
C -2.262 1.366 0.254
C -1.268 2.292 -0.181
N -0.158 1.746 -0.724
C 0.810 2.577 -1.108
C 0.733 3.949 -0.940
C -0.413 4.521 -0.427
C -1.476 3.689 -0.052
H -4.712 3.588 1.055
H -5.420 1.212 1.516
H -4.768 -1.198 1.498
H -2.560 -1.851 0.640
H 1.682 2.142 -1.570
H 1.564 4.570 -1.239
H -0.509 5.588 -0.325
C 5.050 -0.542 0.120
N 4.017 -1.500 0.388
C 4.125 -2.635 1.137
C 2.906 -3.209 1.193
N 2.014 -2.426 0.472
C 2.729 -1.360 -0.019
S 2.274 -0.092 -0.978
C 0.685 -2.771 0.228
C 0.195 -3.960 0.784
C -0.987 -4.504 0.334
C -1.644 -3.854 -0.708
C -1.177 -2.623 -1.105
N -0.078 -2.026 -0.611
H 5.981 -0.898 0.555
H 4.773 0.423 0.554
H 5.167 -0.411 -0.958
H 5.059 -2.956 1.558
H 2.630 -4.119 1.674
H 0.721 -4.454 1.584
H -1.372 -5.409 0.778
H -2.534 -4.265 -1.159
H -1.704 -2.063 -1.865
Cl -2.462 1.356 -2.865
C -1.115 0.598 -3.644
C -0.303 -0.259 -2.895
C 0.609 -0.970 -3.686
Cl 1.499 -2.304 -3.036
C 0.832 -0.722 -5.037
Cl 2.080 -1.555 -5.894
C 0.061 0.218 -5.706
Cl 0.352 0.566 -7.364
C -0.961 0.848 -5.006
Cl -1.994 1.952 -5.831
*
```

Atomic partial charges in e from the Mulliken method, atoms 1 to 4:
1. Co -1.835
2. S 0.031
3. C 0.178
4. C -0.840


The following is a DFT calculation (the ωB97M-V functional and the def2-TZVPD basis) of a cluster of 2 separate species, C4H10N2 in total.

Output
* expectation value of S²: 0.77
* HOMO energy (spin up / spin down): -10.3 / -10.3 eV
* lowest unoccupied orbital energy (spin up / spin down): -5.07 / -8.54 eV
* relative energy (zero: lowest compared OMol25 entry of this formula, charge and spin): 334.7 kJ/mol

```
! wB97M-V def2-TZVPD RIJCOSX def2/J DEFGRID3
* xyz 1 2
C -1.549 4.626 -0.390
C -0.663 3.606 -0.687
N -0.937 2.304 -0.421
H -2.412 4.409 0.217
H -1.389 5.596 -0.836
H 0.266 3.947 -1.149
H -1.023 2.129 0.584
H -0.279 1.656 -0.867
C 0.925 -4.654 0.210
C 1.154 -3.358 -0.023
N 0.776 -2.372 0.927
H 0.117 -5.047 0.822
H 1.487 -5.422 -0.305
H 1.558 -2.904 -0.917
H 0.442 -2.806 1.777
H 1.527 -1.710 1.059
*
```

Atomic partial charges in e from the Mulliken method, atoms 1 to 4:
1. C -0.726
2. C 0.030
3. N -0.514
4. H 0.245


Calculated max |F|, 0.0236, 0.0646, 0.0380, 0.1010 hartree/bohr (same order as the records).